ORCA calculation (wB97M-V/def2-TZVPD) on a 9-piece molecular cluster, C25H41F4N3O23S2 overall.

Computed properties:
**Orbital gap**: 9.42 eV
**SMILES**: O=C1OC[C@@H](F)O1.O=C1OC[C@@H](F)O1.O=C1OC[C@@H](F)O1.O=C1OC[C@@H](F)O1.O=S1(=O)OCCO1.O=S1(=O)OCCO1.CNC(C)=O.CNC(C)=O.CNC(C)=O

```
! wB97M-V def2-TZVPD RIJCOSX def2/J DEFGRID3
* xyz 0 1
O -2.796 1.475 -8.238
C -3.197 1.435 -9.412
O -2.413 1.674 -10.528
C -3.064 1.353 -11.700
C -4.408 0.795 -11.250
F -4.654 -0.520 -11.518
O -4.390 0.998 -9.796
H -3.221 2.226 -12.333
H -2.566 0.614 -12.328
H -5.227 1.348 -11.708
O 7.267 2.531 2.833
C 7.010 3.726 2.919
O 6.496 4.435 1.859
C 6.409 5.751 2.105
C 6.430 5.686 3.609
F 5.177 5.641 4.078
O 7.176 4.503 3.911
H 7.196 6.248 1.539
H 5.543 6.176 1.598
H 7.040 6.475 4.050
O 10.504 -7.875 1.316
C 9.548 -7.171 1.022
O 9.527 -5.776 0.791
C 8.244 -5.475 0.250
C 7.438 -6.680 0.567
F 6.780 -7.148 -0.426
O 8.363 -7.692 0.964
H 8.045 -4.464 0.607
H 8.199 -5.489 -0.839
H 6.712 -6.395 1.329
O -4.848 0.746 -1.413
C -5.074 -0.259 -2.079
O -4.378 -1.318 -2.163
C -4.866 -2.136 -3.219
C -6.359 -1.676 -3.254
F -6.912 -2.285 -2.180
O -6.094 -0.325 -2.838
H -4.329 -2.112 -4.167
H -4.714 -3.139 -2.820
H -6.906 -1.848 -4.181
O 3.448 -1.870 -2.167
S 2.371 -0.843 -2.102
O 1.048 -1.153 -2.686
O 2.166 -0.238 -0.586
C 1.941 1.150 -0.650
C 2.291 1.700 -2.029
O 2.928 0.618 -2.598
H 0.908 1.308 -0.340
H 2.609 1.702 0.010
H 2.924 2.587 -2.073
H 1.383 1.827 -2.618
O 0.791 7.999 -2.037
S -0.491 7.517 -1.490
O -0.441 6.855 -0.168
O -1.762 8.591 -1.414
C -2.551 8.711 -2.519
C -2.458 7.339 -3.111
O -1.298 6.602 -2.646
H -3.601 8.882 -2.280
H -2.188 9.415 -3.267
H -2.307 7.393 -4.189
H -3.264 6.667 -2.817
C -2.871 -5.597 0.931
N -1.863 -5.896 0.014
C -1.425 -7.083 -0.291
C -0.275 -7.193 -1.271
O -1.832 -8.113 0.306
H -3.859 -5.832 0.535
H -2.855 -4.603 1.379
H -2.801 -6.285 1.773
H -1.280 -5.162 -0.360
H -0.549 -6.359 -1.917
H -0.427 -8.043 -1.937
H 0.769 -7.001 -1.025
C -6.570 5.147 7.971
N -5.411 4.757 7.193
C -5.053 5.117 5.956
C -3.877 4.301 5.343
O -5.526 6.059 5.393
H -6.933 4.243 8.459
H -7.363 5.706 7.474
H -6.332 5.947 8.672
H -5.047 3.890 7.562
H -3.028 4.983 5.395
H -4.199 4.068 4.329
H -3.551 3.395 5.855
C 1.397 -6.628 6.045
N 1.207 -5.207 6.118
C 1.874 -4.341 5.277
C 1.760 -2.839 5.524
O 2.658 -4.700 4.412
H 2.408 -6.925 5.767
H 0.860 -7.065 5.204
H 0.993 -7.100 6.941
H 0.455 -5.031 6.769
H 1.211 -2.200 4.833
H 2.793 -2.515 5.645
H 1.406 -2.709 6.547
*
```

---

ORCA calculation (wB97M-V/def2-TZVPD) on C25H41F5P2Tl as an isolated structure.

Computed properties:
**Orbital gap (alpha / beta)**: 3.48 / 3.59 eV

```
! wB97M-V def2-TZVPD RIJCOSX def2/J DEFGRID3
* xyz 1 1
Tl -0.505 -1.545 -2.904
C -0.809 -2.626 3.505
C 0.493 -2.850 2.978
C 0.663 -1.291 4.658
C -0.699 -1.676 4.558
C 1.402 -2.018 3.688
C -2.058 -3.286 3.071
H -1.984 -3.631 2.033
H -2.905 -2.592 3.143
H -2.294 -4.160 3.697
C -1.797 -1.171 5.399
H -2.700 -1.775 5.268
H -2.048 -0.131 5.142
H -1.517 -1.182 6.462
C 1.201 -0.300 5.615
H 0.861 -0.512 6.636
H 0.863 0.717 5.366
H 2.295 -0.302 5.602
C 2.864 -1.955 3.485
H 3.396 -2.655 4.147
H 3.242 -0.948 3.699
H 3.128 -2.214 2.453
C 0.852 -3.816 1.919
H 1.094 -4.805 2.340
H 1.735 -3.476 1.363
H 0.028 -3.956 1.209
C -0.987 1.219 -3.328
C -1.656 -0.063 -3.825
C -1.559 -0.400 -5.331
C -0.254 -1.124 -5.813
C 0.698 -1.570 -4.681
C 1.299 -0.605 -3.782
C 1.436 0.856 -4.204
C 0.149 1.704 -4.239
H -1.755 0.490 -5.950
H 0.279 -0.526 -6.571
H -2.383 -1.099 -5.521
H -0.225 1.760 -5.270
H -1.784 1.993 -3.322
H -2.687 -0.169 -3.471
H 0.403 2.754 -4.001
H 2.187 1.342 -3.555
H 2.086 -0.962 -3.117
H 1.869 0.902 -5.218
H -0.582 -2.056 -6.319
H 1.190 -2.535 -4.835
P -0.583 1.656 -1.400
C -2.276 1.645 -0.755
C -1.691 -2.532 -1.489
P 1.858 3.010 -0.252
C 0.192 3.264 -1.131
C 2.241 1.242 -0.618
C 2.941 3.794 -1.527
H -2.275 1.937 0.297
H -2.717 0.640 -0.822
H -2.884 2.348 -1.338
H -1.768 -3.564 -1.857
H -2.686 -2.072 -1.419
H -1.172 -2.502 -0.525
H 2.568 3.581 -2.536
H 3.965 3.420 -1.403
H 2.926 4.880 -1.353
H -0.412 3.883 -0.435
H 0.340 3.826 -2.076
H 2.582 0.792 0.323
H 3.056 1.166 -1.348
H 1.365 0.649 -0.961
F 0.638 3.447 2.944
C -0.514 3.261 2.274
F -0.904 4.431 1.718
C -1.580 2.657 3.162
F -2.713 2.356 2.462
F -1.098 1.519 3.730
F -1.926 3.510 4.155
*
```

---

ORCA calculation (wB97M-V/def2-TZVPD) on C25H41GeN3O3SW as an isolated structure.

Computed properties:
**⟨S²⟩**: 0.766
**Orbital gap (alpha / beta)**: 7.50 / 7.87 eV

```
! wB97M-V def2-TZVPD RIJCOSX def2/J DEFGRID3
* xyz 1 2
W -0.626 -0.329 0.113
C -0.889 1.454 4.242
C 0.058 1.028 3.129
C 1.239 0.256 3.694
C 0.519 2.250 2.352
O -0.651 0.087 2.251
Ge -2.574 -0.091 2.254
O -2.060 -1.573 1.104
C -2.168 -2.993 1.451
C -3.026 -3.112 2.701
C -2.841 -3.703 0.287
C -0.763 -3.515 1.710
O -2.232 0.852 0.479
C -3.032 1.799 -0.298
C -2.823 1.476 -1.768
C -4.482 1.600 0.112
C -2.537 3.194 0.045
H -0.359 2.115 4.928
H -1.249 0.599 4.818
H -1.746 2.013 3.855
H 1.818 0.889 4.368
H 1.898 -0.066 2.885
H 0.900 -0.621 4.246
H 0.953 2.965 3.051
H -0.319 2.734 1.848
H 1.282 1.998 1.619
H -4.024 -2.699 2.540
H -2.562 -2.612 3.556
H -3.140 -4.163 2.966
H -3.826 -3.274 0.098
H -2.968 -4.759 0.527
H -2.248 -3.634 -0.622
H -0.286 -2.950 2.514
H -0.147 -3.442 0.812
H -0.802 -4.564 2.003
H -3.169 0.466 -1.995
H -1.767 1.549 -2.044
H -3.386 2.179 -2.383
H -4.777 0.556 -0.013
H -5.130 2.209 -0.519
H -4.650 1.900 1.148
H -1.489 3.309 -0.238
H -2.640 3.391 1.114
H -3.120 3.940 -0.495
C 1.499 2.963 -1.137
C 2.571 1.976 -0.776
C 3.909 2.337 -0.859
C 4.911 1.444 -0.515
C 4.594 0.158 -0.095
C 3.275 -0.253 0.002
C 2.922 -1.649 0.420
C 2.270 0.681 -0.323
N 0.951 0.305 -0.177
H 1.690 3.379 -2.127
H 1.494 3.798 -0.433
H 0.512 2.505 -1.145
H 4.165 3.333 -1.199
H 5.948 1.746 -0.582
H 5.383 -0.541 0.150
H 3.821 -2.257 0.503
H 2.256 -2.122 -0.305
H 2.413 -1.665 1.387
C 2.629 -2.552 -5.441
C 1.861 -1.554 -4.638
C 1.945 -0.183 -4.886
C 1.211 0.655 -4.076
N 0.436 0.201 -3.085
C 0.429 -1.112 -2.937
S -0.626 -1.827 -1.681
N 1.090 -2.012 -3.653
H 2.508 -2.367 -6.509
H 2.296 -3.559 -5.204
H 3.694 -2.471 -5.214
H 2.554 0.206 -5.691
H 1.228 1.730 -4.216
*
```

---

Across the entries above, strongest force on any atom takes the values 6.359, 4.733, 0.626 eV/A, respectively.
Across the entries above, energy above the lowest of the compared OMol25 structures with the same formula, charge and spin takes the values 705.22, 621.44, 98.45 kJ/mol, respectively.